Here is a molecular structure, C45H76As2N3OP2SSi3Ti at a distorted geometry from the Open Molecules 2025 dataset. Energies are from ωB97M-V/def2-TZVPD.

Results
frontier orbital gap	5.5523	eV
DFT total energy	-252235.989	eV
net charge	+3
LUMO energy	-0.3389	Eh
ΔE to the lowest compared entry with this formula, charge and spin	25.2	kcal/mol
HOMO level	-0.5429	hartree

Each line ends with the Löwdin charge.
Element x y z (Å)
As1 0.674 -1.649 -3.365  0.89
As2 -1.906 1.971 -0.712  0.82
Ti1 -1.357 -0.540 0.079  0.59
S1 0.294 -0.221 -1.756  0.25
P1 3.681 -0.121 0.034  1.05
P2 0.430 -2.290 1.349  1.07
Si1 -0.066 3.663 -0.489  0.36
Si2 -2.372 1.948 -3.141  0.33
Si3 -3.936 3.381 -0.041  0.41
O1 -2.040 -4.396 -1.108  0.21
N1 -1.540 0.366 2.440  -0.26
N2 -1.872 -2.040 -0.928  -0.06
N3 -3.539 -0.856 0.705  -0.32
C1 4.155 1.629 -0.097  -0.41
C2 2.376 -5.603 -1.184  -0.04
C3 1.936 -1.379 1.896  -0.38
C4 1.226 -5.880 -0.460  -0.04
C5 -3.882 -2.174 1.282  -0.04
C6 0.988 -3.570 3.769  -0.06
C7 -3.448 3.391 -3.571  -0.20
C8 -1.285 1.822 2.445  -0.12
C9 -3.883 0.181 1.700  -0.21
C10 2.886 -4.312 -1.201  -0.06
C11 4.780 2.352 0.918  -0.07
C12 5.163 -0.762 2.404  -0.11
C13 -0.795 5.141 0.348  -0.19
C14 6.946 -2.340 0.979  -0.06
C15 7.104 -2.179 2.345  -0.05
C16 0.599 -4.876 0.265  -0.09
C17 2.567 -1.718 -3.621  -0.21
C18 0.021 -3.326 2.793  -0.39
C19 4.820 4.312 -0.475  -0.06
C20 -4.419 -0.678 -0.476  -0.08
C21 2.310 -0.021 1.292  -0.41
C22 4.992 -0.912 1.026  -0.39
C23 -0.028 -3.428 -3.278  -0.20
C24 -3.262 0.335 -3.452  -0.21
C25 4.204 3.604 -1.495  -0.08
C26 -3.961 5.107 -0.722  -0.18
C27 -5.408 2.435 -0.680  -0.20
C28 5.110 3.684 0.732  -0.05
C29 -2.940 0.132 2.869  -0.16
C30 -0.668 -0.149 3.522  -0.07
C31 -1.196 -4.001 2.864  -0.13
C32 -4.092 3.624 1.800  -0.19
C33 -0.925 2.102 -4.298  -0.22
C34 -1.949 -3.248 -0.999  -0.47
C35 0.708 -4.432 4.821  -0.03
C36 5.890 -1.717 0.327  -0.10
C37 1.095 -3.574 0.235  -0.36
C38 3.882 2.266 -1.307  -0.15
C39 -1.471 -4.864 3.913  -0.04
C40 1.444 3.134 0.433  -0.20
C41 -0.521 -5.069 4.904  -0.03
C42 2.238 -3.296 -0.514  -0.14
C43 0.496 4.130 -2.183  -0.19
C44 6.209 -1.390 3.060  -0.06
C45 -0.041 -1.021 -5.024  -0.22
H1 -3.715 -2.968 0.561  0.08
H2 -0.646 3.140 -4.448  0.03
H3 -4.943 -2.172 1.547  0.13
H4 -0.276 2.004 2.095  0.05
H5 -2.970 4.329 -3.300  0.02
H6 -3.512 5.802 -0.019  0.04
H7 -4.918 0.046 2.035  0.15
H8 -6.207 3.168 -0.810  0.06
H9 -4.895 4.363 1.882  0.07
H10 -0.288 4.583 -2.787  0.04
H11 -1.989 2.340 1.808  -0.02
H12 -0.921 0.363 4.455  0.12
H13 2.765 -2.567 -4.275  0.07
H14 1.275 4.884 -2.038  0.06
H15 0.833 -6.886 -0.428  0.12
H16 -2.782 -0.517 -2.962  0.00
H17 3.804 -4.102 -1.735  0.12
H18 2.669 -2.302 -0.503  0.02
H19 0.515 -0.159 -5.379  0.05
H20 -4.405 2.759 2.379  0.03
H21 -3.229 0.892 3.604  0.15
H22 -0.809 -1.214 3.663  0.07
H23 0.457 -3.963 -4.095  0.07
H24 5.605 4.232 1.522  0.12
H25 -0.034 1.551 -4.022  -0.02
H26 -3.223 4.074 2.275  0.03
H27 -4.303 0.372 -3.133  0.03
H28 5.775 -1.845 -0.743  0.10
H29 -5.463 -0.700 -0.151  0.12
H30 -5.266 1.953 -1.644  0.01
H31 -4.452 3.371 -3.155  0.03
H32 -3.544 3.396 -4.660  0.06
H33 -4.208 0.275 -0.949  0.01
H34 2.887 -6.398 -1.710  0.12
H35 2.616 0.652 2.098  0.08
H36 -1.298 1.730 -5.256  0.05
H37 -1.094 -0.779 -4.914  0.03
H38 -0.729 -5.738 5.726  0.12
H39 0.941 3.298 -2.726  0.03
H40 -2.416 -5.388 3.950  0.12
H41 -1.316 4.935 1.283  0.03
H42 5.096 5.347 -0.623  0.12
H43 1.787 -1.261 2.969  0.06
H44 3.409 1.706 -2.110  0.09
H45 0.077 -1.850 -5.723  0.07
H46 -3.278 0.145 -4.528  0.05
H47 5.030 1.875 1.859  0.10
H48 -1.100 -3.400 -3.465  0.05
H49 6.335 -1.258 4.125  0.11
H50 0.042 5.802 0.583  0.06
H51 -1.385 2.207 3.465  0.12
H52 1.967 -3.116 3.725  0.11
H53 -3.820 1.140 1.195  0.02
H54 2.034 4.055 0.476  0.06
H55 2.756 -2.095 1.790  0.08
H56 -4.249 -1.481 -1.189  0.09
H57 7.926 -2.660 2.857  0.12
H58 -0.261 -5.130 0.868  0.10
H59 -5.769 1.696 0.033  0.03
H60 -1.915 -3.900 2.068  0.08
H61 -2.989 -0.826 3.385  0.12
H62 1.339 2.784 1.455  0.03
H63 1.462 -4.612 5.574  0.12
H64 -3.304 -2.360 2.178  0.07
H65 0.208 -3.918 -2.342  0.01
H66 3.075 -1.820 -2.669  0.00
H67 7.641 -2.952 0.421  0.11
H68 2.032 2.422 -0.135  -0.01
H69 -1.459 5.686 -0.314  0.02
H70 2.885 -0.796 -4.105  0.06
H71 1.454 0.462 0.810  0.00
H72 0.369 0.072 3.288  0.08
H73 4.480 -0.151 2.985  0.10
H74 -3.554 5.287 -1.707  0.02
H75 -5.032 5.328 -0.768  0.06
H76 4.002 4.084 -2.443  0.11



Here is a gas-phase ion, C5H12NS2 (charge +1) at a distorted geometry from the Open Molecules 2025 dataset. Energies are from ωB97M-V/def2-TZVPD.

Results
frontier orbital gap (alpha / beta)	7.5956 / 7.6081	eV
DFT total energy	-28529.776	eV
net charge	+1
LUMO energy (alpha / beta)	-0.1703 / -0.1703	Eh
ΔE to the lowest compared entry with this formula, charge and spin	101.4	kcal/mol
HOMO level (alpha / beta)	-0.4495 / -0.4499	hartree

Each line ends with the Löwdin charge.
Element x y z (Å)
S1 -2.661 1.363 -0.271  0.88
S2 -0.910 -0.340 -1.719  0.93
N1 1.204 0.721 -0.301  -0.30
C1 -1.783 -0.075 -0.216  -1.04
C2 2.614 0.693 -0.089  -0.01
C3 0.843 -0.406 -1.240  -0.39
C4 0.459 0.317 0.961  -0.01
C5 -2.343 -1.244 0.532  -0.16
H1 3.008 0.904 -1.037  0.09
H2 2.705 -0.340 0.128  0.09
H3 -3.407 0.861 0.757  -0.06
H4 0.969 -0.609 1.323  0.09
H5 1.411 -0.267 -2.130  0.09
H6 -2.840 -0.885 1.468  0.09
H7 0.723 1.596 -0.639  0.20
H8 -1.471 -1.774 0.828  0.06
H9 1.126 -1.275 -0.681  0.09
H10 2.858 1.449 0.704  0.15
H11 0.540 1.147 1.718  0.09
H12 -3.044 -1.835 -0.096  0.11



Here is 11 unconnected molecules or ions with the total composition C4H30O11 at a distorted geometry from the Open Molecules 2025 dataset. Energies are from ωB97M-V/def2-TZVPD.

Results
frontier orbital gap	9.5054	eV
SMILES	CO.CO.CO.CO.O.O.O.O.O.O.O
DFT total energy	-27155.234	eV
LUMO energy	0.0064	Eh
ΔE to the lowest compared entry with this formula, charge and spin	89.7	kcal/mol
HOMO level	-0.3429	hartree

Each line ends with the Löwdin charge.
Element x y z (Å)
O1 -17.206 -8.571 -11.491  -0.09
O2 -13.105 -3.618 -8.886  -0.10
O3 -13.590 -6.617 -8.992  -0.13
O4 -9.646 -7.531 -8.314  -0.12
O5 -12.419 -5.787 -11.937  -0.03
O6 -14.934 -9.323 -10.569  -0.03
O7 -16.929 -9.622 -7.197  -0.11
O8 -12.550 -7.642 -6.709  -0.04
O9 -14.087 -9.582 -7.952  -0.03
O10 -18.253 -7.800 -9.166  -0.03
O11 -16.986 -5.300 -11.671  -0.06
C1 -10.546 -7.581 -9.413  -0.16
C2 -14.917 -6.513 -8.989  -0.19
C3 -16.865 -9.257 -5.864  -0.19
C4 -12.070 -3.811 -7.936  -0.16
H1 -12.938 -7.213 -7.472  -0.02
H2 -11.413 -4.680 -7.955  0.07
H3 -15.237 -5.502 -8.734  0.09
H4 -12.490 -6.950 -6.050  0.06
H5 -18.090 -8.019 -8.248  0.03
H6 -17.690 -5.856 -12.005  0.03
H7 -13.705 -2.948 -8.551  0.09
H8 -13.450 -10.277 -8.118  0.07
H9 -16.857 -8.188 -5.651  0.07
H10 -11.341 -3.003 -7.872  0.08
H11 -13.352 -5.822 -9.476  0.07
H12 -10.857 -6.589 -9.741  0.06
H13 -16.316 -5.325 -12.354  0.03
H14 -13.588 -8.901 -7.501  0.00
H15 -16.052 -9.895 -7.474  0.04
H16 -14.805 -9.046 -9.662  0.00
H17 -16.083 -9.796 -5.330  0.08
H18 -12.503 -3.864 -6.937  0.08
H19 -15.163 -6.590 -10.048  0.08
H20 -11.736 -5.202 -12.264  0.04
H21 -9.510 -8.428 -8.000  0.07
H22 -15.459 -7.264 -8.415  0.08
H23 -18.196 -6.845 -9.199  0.05
H24 -12.552 -6.419 -12.643  0.04
H25 -17.763 -9.539 -5.315  0.07
H26 -14.057 -9.312 -10.951  0.06
H27 -17.540 -8.467 -10.600  -0.04
H28 -11.403 -8.208 -9.166  0.06
H29 -10.034 -8.054 -10.251  0.07
H30 -16.271 -8.746 -11.377  -0.04